Density functional theory data (ωB97M-V/def2-TZVPD) for a 2-piece molecular cluster, C4H12 overall in a non-equilibrium geometry.

Each atom is followed by the atoms it is bonded to, with distances in Å.
Cartesian coordinates (Å):
1 C -0.59397 -0.10697 -1.67017  C3 1.568, H5 1.163, H15 1.035, H16 1.203
2 C 0.80020 1.42974 1.26145  C4 1.567, H8 1.102, H10 1.091, H12 1.175
3 C -0.53641 -1.66170 -1.86737  C1 1.568, H6 1.102, H9 1.162, H13 1.131
4 C 0.32134 0.34730 2.28794  C2 1.567, H7 1.205, H11 1.023, H14 1.126
5 H 0.53312 0.06221 -1.43759  C1 1.163
6 H -0.30904 -2.26223 -0.97135  C3 1.102
7 H 1.25915 -0.15100 2.85796  C4 1.205
8 H -0.00845 2.17828 1.24978  C2 1.102
9 H -1.60034 -1.99060 -2.19875  C3 1.162
10 H 0.81031 1.11162 0.21804  C2 1.091
11 H -0.25171 -0.38786 1.86753  C4 1.023
12 H 1.79388 1.92207 1.64870  C2 1.175
13 H 0.25605 -2.01405 -2.59325  C3 1.131
14 H -0.34393 0.97026 2.94975  C4 1.126
15 H -1.24969 0.14811 -0.91142  C1 1.035
16 H -0.83632 0.36292 -2.75053  C1 1.203

LUMO level in hartree: 0.0400
Max |F| in eV/A: 5.8
ΔE to the lowest compared entry with this formula, charge and spin in kJ/mol: 135.4
SMILES: CC.CC
Total charge: 0
Calculated total energy in eV: -4341.1249
Gap between HOMO and LUMO in hartree: 0.4497

=====

Density functional theory data (ωB97M-V/def2-TZVPD) for C6H14ClNO5P2S2 in the gas phase in a non-equilibrium geometry.

Each atom is followed by the atoms it is bonded to, with distances in Å.
Cartesian coordinates (Å):
1 Cl -3.20699 -0.54009 1.97976  S2 2.046
2 S -3.43356 -1.46692 0.16944  Cl1 2.046, O7 1.418, O10 1.422, C15 1.817
3 S 1.08304 1.82325 2.71874  P5 1.942
4 P 2.64167 -1.79540 -0.50614  O6 1.680, O8 1.699, C12 1.846
5 P 1.39366 2.66083 0.99479  S3 1.942, N11 1.730, H23 1.407, H28 1.410
6 O 1.25739 -2.28659 -1.32071  P4 1.680, H24 0.969
7 O -3.38478 -2.87790 0.29985  S2 1.418
8 O 2.87760 -0.22037 -1.09816  P4 1.699, C13 1.361
9 O 3.48261 0.94816 0.67132  C13 1.162
10 O -4.63100 -1.03101 -0.46173  S2 1.422
11 N 1.61936 1.61500 -0.36439  P5 1.730, C13 1.393, C16 1.501
12 C 2.09616 -1.70597 1.25533  P4 1.846, H20 1.090, H22 1.098, H29 1.096
13 C 2.71458 0.77380 -0.18333  O8 1.361, O9 1.162, N11 1.393
14 C -0.94073 1.31900 -0.19595  C16 1.532, C17 1.563, H18 1.090, H26 1.091
15 C -2.03334 -0.93318 -0.85869  S2 1.817, C17 1.540, H25 1.092, H31 1.088
16 C 0.38526 0.90932 -0.84553  N11 1.501, C14 1.532, H21 1.095, H27 1.088
17 C -2.07036 0.59968 -1.00170  C14 1.563, C15 1.540, H19 1.090, H30 1.095
18 H -1.16442 2.38088 -0.30280  C14 1.090
19 H -3.03748 1.02609 -0.73544  C17 1.090
20 H 2.97120 -1.64973 1.90290  C12 1.090
21 H 0.29758 1.08719 -1.92244  C16 1.095
22 H 1.42202 -0.87614 1.50592  C12 1.098
23 H 0.37063 3.58847 0.72354  P5 1.407
24 H 0.84779 -3.03162 -0.85535  O6 0.969
25 H -1.14772 -1.31927 -0.34869  C15 1.092
26 H -1.05486 0.97599 0.83297  C14 1.091
27 H 0.49571 -0.16637 -0.72342  C16 1.088
28 H 2.58184 3.41802 1.06106  P5 1.410
29 H 1.56365 -2.63789 1.47918  C12 1.096
30 H -1.87655 0.84819 -2.05014  C17 1.095
31 H -2.11997 -1.43541 -1.82019  C15 1.088

LUMO level in hartree: -0.0051
Max |F| in eV/A: 3.8
SMILES: CP(O)OC(=O)N(CCCCS(=O)(=O)Cl)[PH2]=S
Total charge: 0
Calculated total energy in eV: -70947.4457
Gap between HOMO and LUMO in hartree: 0.3242

=====

Number 2 is which compound?
C6H14ClNO5P2S2